1.
# C12H17N

2 unconnected molecules or ions with the total composition C12H17N (the ωB97M-V functional and the def2-TZVPD basis, the OMol25 dataset).

Each atom is followed by the atoms it is bonded to, with distances in Å.
Positions of all 30 atoms, in Å:
1 C -1.859 -0.573 -2.858  C2 1.521, C3 1.571, H4 1.097, H5 1.074
2 C -2.601 -1.511 -1.919  C1 1.521, H6 1.083, H7 1.085, H9 1.105
3 C -0.291 -0.683 -2.873  C1 1.571, H8 1.083, H10 1.082, H11 1.097
4 H -2.075 0.495 -2.728  C1 1.097
5 H -2.169 -0.823 -3.855  C1 1.074
6 H -2.274 -1.659 -0.897  C2 1.083
7 H -3.653 -1.246 -1.876  C2 1.085
8 H -0.055 -1.607 -2.360  C3 1.083
9 H -2.556 -2.520 -2.369  C2 1.105
10 H 0.270 0.190 -2.568  C3 1.082
11 H -0.068 -0.904 -3.924  C3 1.097
12 C 2.817 1.997 0.107  C15 1.503, H28 1.085, H29 1.091, H30 1.094
13 C 0.167 0.639 2.413  C14 1.421, C17 1.395, N21 1.404
14 C 0.936 0.551 1.221  C13 1.421, C15 1.454, C20 1.380
15 C 1.861 1.674 1.220  C12 1.503, C14 1.454, C16 1.340
16 C 1.701 2.268 2.411  C15 1.340, N21 1.414, H26 1.082
17 C -0.655 -0.385 2.887  C13 1.395, C18 1.422, H22 1.082
18 C -0.762 -1.448 1.950  C17 1.422, C19 1.355, H23 1.091
19 C -0.224 -1.455 0.707  C18 1.355, C20 1.417, H25 1.079
20 C 0.667 -0.433 0.292  C14 1.380, C19 1.417, H27 1.078
21 N 0.646 1.718 3.174  C13 1.404, C16 1.414, H24 1.000
22 H -1.365 -0.148 3.669  C17 1.082
23 H -1.397 -2.266 2.295  C18 1.091
24 H 0.806 1.590 4.152  N21 1.000
25 H -0.289 -2.330 0.079  C19 1.079
26 H 2.094 3.194 2.809  C16 1.082
27 H 1.238 -0.415 -0.622  C20 1.078
28 H 3.822 1.726 0.417  C12 1.085
29 H 2.740 3.029 -0.239  C12 1.091
30 H 2.528 1.336 -0.715  C12 1.094

Calculated values
- electronic energy (eV) = -14209.0445
- net charge = 0


2.
# C12H17N

2 unconnected molecules or ions with the total composition C12H17N (the ωB97M-V functional and the def2-TZVPD basis, the OMol25 dataset).

Each atom is followed by the atoms it is bonded to, with distances in Å.
Positions of all 30 atoms, in Å:
1 C -0.914 -0.925 -2.037  C4 1.434, H17 1.143, H18 1.150, H19 1.088
2 C -2.084 -0.138 1.387  C3 1.385, C7 1.416, N10 1.433
3 C -1.838 0.302 0.097  C2 1.385, C4 1.539, C9 1.321
4 C -1.467 -0.952 -0.715  C1 1.434, C3 1.539, C5 1.318
5 C -1.591 -1.965 0.118  C4 1.318, N10 1.413, H16 1.087
6 C -2.597 2.150 2.107  C7 1.473, C8 1.393, H11 1.127
7 C -2.461 0.723 2.446  C2 1.416, C6 1.473, H12 1.043
8 C -2.234 2.507 0.810  C6 1.393, C9 1.438, H13 1.128
9 C -1.918 1.577 -0.239  C3 1.321, C8 1.438, H14 1.141
10 N -1.997 -1.568 1.412  C2 1.433, C5 1.413, H15 0.964
11 H -2.882 2.933 2.866  C6 1.127
12 H -2.691 0.363 3.397  C7 1.043
13 H -2.392 3.584 0.514  C8 1.128
14 H -1.896 2.081 -1.262  C9 1.141
15 H -1.843 -1.951 2.283  N10 0.964
16 H -1.435 -2.970 -0.266  C5 1.087
17 H 0.108 -1.409 -2.203  C1 1.143
18 H -0.783 0.023 -2.674  C1 1.150
19 H -1.414 -1.425 -2.865  C1 1.088
20 C 2.679 0.174 -0.710  C21 1.559, C22 1.445, H23 1.073, H24 1.060
21 C 2.375 -1.118 0.109  C20 1.559, H25 1.026, H26 1.063, H29 1.041
22 C 4.107 0.275 -0.905  C20 1.445, H27 1.122, H28 1.129, H30 1.104
23 H 2.427 1.122 -0.276  C20 1.073
24 H 2.124 0.245 -1.611  C20 1.060
25 H 1.423 -1.498 0.091  C21 1.026
26 H 3.028 -1.902 -0.188  C21 1.063
27 H 4.612 -0.330 -0.107  C22 1.122
28 H 4.481 1.339 -0.852  C22 1.129
29 H 2.589 -1.106 1.128  C21 1.041
30 H 4.486 -0.140 -1.855  C22 1.104

Calculated values
- electronic energy (eV) = -14207.8568
- net charge = 0


In the order shown, the computed largest force on an atom values come out to 0.066; 0.105 Eh/bohr.
In the order shown, the computed orbital gap values come out to 8.91; 8.83 eV.
In the order shown, the computed relative energy (zero: lowest compared OMol25 entry of this formula, charge and spin) values come out to 29.8; 57.2 kcal/mol.